{
  "formula": "C64H162N10O21",
  "method": "ωB97M-V/def2-TZVPD",
  "symbols": ["C", "O", "C", "C", "C", "N", "H", "H", "H", "H", "H", "H", "H", "H", "H", "H", "H", "C", "O", "C", "C", "N", "C", "C", "O", "C", "H", "H", "H", "H", "H", "H", "H", "H", "H", "H", "H", "H", "H", "H", "H", "C", "O", "C", "C", "N", "C", "C", "O", "C", "H", "H", "H", "H", "H", "H", "H", "H", "H", "H", "H", "H", "H", "H", "H", "C", "O", "C", "C", "N", "C", "C", "O", "C", "H", "H", "H", "H", "H", "H", "H", "H", "H", "H", "H", "H", "H", "H", "H", "C", "O", "C", "C", "N", "C", "C", "O", "C", "H", "H", "H", "H", "H", "H", "H", "H", "H", "H", "H", "H", "H", "H", "H", "C", "O", "C", "C", "N", "C", "C", "O", "C", "H", "H", "H", "H", "H", "H", "H", "H", "H", "H", "H", "H", "H", "H", "H", "C", "O", "C", "C", "N", "C", "C", "O", "C", "H", "H", "H", "H", "H", "H", "H", "H", "H", "H", "H", "H", "H", "H", "H", "C", "O", "C", "C", "N", "C", "C", "O", "C", "H", "H", "H", "H", "H", "H", "H", "H", "H", "H", "H", "H", "H", "H", "H", "C", "O", "C", "C", "N", "C", "C", "O", "C", "H", "H", "H", "H", "H", "H", "H", "H", "H", "H", "H", "H", "H", "H", "H", "C", "O", "C", "C", "N", "C", "C", "O", "C", "H", "H", "H", "H", "H", "H", "H", "H", "H", "H", "H", "H", "H", "H", "H", "C", "C", "C", "O", "H", "H", "H", "H", "H", "H", "H", "H", "C", "C", "C", "O", "H", "H", "H", "H", "H", "H", "H", "H"],
  "positions_angstrom": [[0.494, -1.453, -1.574], [-0.386, -1.134, -0.504], [-0.478, 0.333, -0.389], [0.916, 1.138, -0.252], [1.705, 0.586, 0.975], [0.802, 2.481, 0.055], [0.465, -2.531, -1.728], [1.548, -1.201, -1.452], [0.240, -0.947, -2.505], [-0.962, 0.740, -1.277], [-1.198, 0.599, 0.385], [1.548, 1.057, -1.137], [1.013, 0.510, 1.814], [2.595, 1.145, 1.266], [2.071, -0.413, 0.737], [0.290, 2.952, -0.677], [0.223, 2.705, 0.852], [3.122, -5.903, 0.156], [2.740, -4.889, 1.117], [1.428, -4.460, 0.891], [1.081, -3.525, 2.091], [-0.260, -2.887, 2.071], [-0.680, -2.044, 3.216], [-1.942, -1.202, 2.894], [-3.059, -2.011, 2.960], [-4.283, -1.373, 2.716], [4.186, -6.057, 0.339], [3.082, -5.578, -0.884], [2.614, -6.861, 0.268], [0.712, -5.278, 0.980], [1.272, -3.942, -0.055], [1.801, -2.711, 2.172], [1.177, -4.054, 3.039], [-0.501, -2.397, 1.222], [0.065, -1.298, 3.490], [-0.867, -2.584, 4.145], [-1.825, -0.889, 1.857], [-1.983, -0.337, 3.556], [-4.500, -0.452, 3.257], [-5.107, -1.964, 3.117], [-4.339, -1.107, 1.661], [5.842, 1.278, 1.624], [6.150, -0.148, 1.826], [5.070, -0.941, 1.541], [5.318, -2.414, 1.742], [6.368, -2.818, 0.837], [6.750, -4.189, 1.089], [7.438, -4.334, 2.514], [8.326, -3.265, 2.800], [8.425, -3.045, 4.225], [5.003, 1.733, 2.151], [5.918, 1.649, 0.602], [6.709, 1.759, 2.077], [4.710, -0.792, 0.523], [4.238, -0.664, 2.188], [4.421, -2.982, 1.493], [5.540, -2.568, 2.798], [7.165, -2.332, 1.223], [7.422, -4.458, 0.274], [5.898, -4.867, 1.026], [7.950, -5.297, 2.512], [6.601, -4.399, 3.209], [7.502, -2.622, 4.621], [9.240, -2.376, 4.503], [8.594, -3.972, 4.774], [-9.629, 0.247, -7.637], [-9.550, -0.278, -6.268], [-8.977, 0.612, -5.347], [-8.813, -0.038, -3.963], [-7.935, 0.916, -3.236], [-7.804, 0.577, -1.832], [-6.516, 1.206, -1.242], [-5.482, 0.303, -1.377], [-4.234, 0.737, -0.827], [-8.662, 0.315, -8.136], [-10.232, 1.155, -7.615], [-10.316, -0.370, -8.216], [-9.663, 1.458, -5.318], [-8.108, 1.073, -5.816], [-8.328, -1.011, -4.040], [-9.789, -0.055, -3.478], [-6.995, 0.961, -3.602], [-7.696, -0.478, -1.581], [-8.611, 1.058, -1.281], [-6.715, 1.517, -0.217], [-6.323, 2.187, -1.678], [-4.240, 0.817, 0.260], [-3.914, 1.684, -1.262], [-3.424, 0.026, -0.993], [1.824, 9.347, 0.210], [0.723, 8.450, 0.266], [0.970, 7.224, -0.471], [-0.172, 6.265, -0.286], [-1.418, 6.726, -0.781], [-1.548, 6.597, -2.231], [-2.993, 7.036, -2.549], [-3.305, 8.260, -1.918], [-4.674, 8.679, -1.998], [2.789, 8.902, 0.453], [1.718, 10.191, 0.891], [1.885, 9.787, -0.785], [1.851, 6.711, -0.085], [1.124, 7.534, -1.505], [-0.419, 6.182, 0.772], [0.097, 5.245, -0.560], [-1.442, 7.716, -0.585], [-1.320, 5.597, -2.601], [-0.849, 7.231, -2.777], [-3.544, 6.183, -2.154], [-3.165, 7.065, -3.625], [-5.000, 8.658, -3.038], [-4.736, 9.725, -1.700], [-5.366, 8.167, -1.328], [-0.757, 7.307, -5.655], [0.066, 6.467, -4.939], [0.534, 5.393, -5.694], [1.384, 4.514, -4.766], [2.448, 5.284, -4.130], [2.758, 4.901, -2.770], [3.513, 3.549, -2.655], [2.642, 2.413, -3.001], [3.380, 1.179, -3.046], [-1.487, 6.772, -6.264], [-0.081, 7.879, -6.290], [-1.213, 8.027, -4.975], [1.131, 5.714, -6.547], [-0.343, 4.846, -6.040], [1.777, 3.602, -5.215], [0.682, 4.125, -4.028], [2.140, 6.246, -4.100], [1.891, 4.929, -2.109], [3.482, 5.580, -2.320], [3.808, 3.549, -1.605], [4.440, 3.444, -3.219], [3.867, 0.951, -2.098], [4.125, 1.174, -3.842], [2.613, 0.431, -3.249], [-2.299, 2.654, 8.408], [-1.300, 1.602, 8.160], [-1.735, 0.599, 7.280], [-0.733, -0.539, 7.092], [0.247, -0.134, 6.106], [1.365, -1.085, 5.918], [2.352, -0.462, 4.883], [3.102, 0.580, 5.492], [3.948, 1.175, 4.585], [-2.526, 3.130, 7.454], [-1.843, 3.379, 9.082], [-3.197, 2.303, 8.916], [-1.964, 0.961, 6.278], [-2.672, 0.256, 7.717], [-1.214, -1.422, 6.672], [-0.202, -0.830, 7.999], [0.581, 0.766, 6.420], [0.925, -1.981, 5.482], [1.822, -1.378, 6.864], [1.817, -0.086, 4.010], [3.043, -1.223, 4.521], [4.790, 0.529, 4.336], [4.315, 2.110, 5.011], [3.489, 1.453, 3.637], [2.989, -3.200, -5.814], [2.086, -3.669, -4.819], [2.035, -5.051, -4.767], [1.038, -5.465, -3.691], [1.055, -6.911, -3.514], [0.194, -7.359, -2.418], [-1.295, -7.374, -2.717], [-1.631, -7.927, -3.980], [-2.991, -8.067, -4.241], [3.900, -3.800, -5.820], [3.199, -2.155, -5.586], [2.547, -3.372, -6.796], [3.037, -5.428, -4.564], [1.638, -5.436, -5.707], [0.072, -4.981, -3.835], [1.239, -5.006, -2.723], [0.643, -7.391, -4.301], [0.337, -6.853, -1.464], [0.434, -8.410, -2.255], [-1.635, -6.340, -2.654], [-1.778, -7.815, -1.846], [-3.098, -8.420, -5.266], [-3.511, -7.117, -4.118], [-3.391, -8.815, -3.557], [-8.134, 5.252, 1.450], [-6.806, 5.576, 1.667], [-5.923, 5.095, 0.724], [-4.546, 5.689, 1.031], [-3.524, 5.082, 0.227], [-3.094, 3.780, 0.736], [-2.203, 3.987, 1.975], [-1.588, 2.778, 2.319], [-0.636, 2.787, 3.355], [-8.840, 5.637, 2.186], [-8.326, 4.180, 1.444], [-8.447, 5.656, 0.487], [-6.111, 5.390, -0.309], [-5.803, 4.012, 0.733], [-4.410, 5.742, 2.111], [-4.599, 6.727, 0.700], [-2.786, 5.744, 0.038], [-2.459, 3.324, -0.023], [-3.907, 3.072, 0.893], [-2.885, 4.267, 2.779], [-1.467, 4.772, 1.803], [-0.294, 1.762, 3.501], [-0.886, 3.196, 4.335], [0.176, 3.434, 3.022], [-1.967, -4.283, -0.792], [-2.206, -5.579, -0.251], [-2.830, -5.527, 1.059], [-3.326, -6.850, 1.673], [-2.447, -7.967, 1.699], [-1.208, -7.702, 2.471], [-0.304, -8.907, 2.187], [0.164, -8.941, 0.882], [1.240, -9.769, 0.659], [-2.922, -3.787, -0.965], [-1.534, -4.376, -1.788], [-1.206, -3.689, -0.286], [-3.693, -4.876, 0.925], [-2.267, -4.936, 1.782], [-4.126, -7.265, 1.061], [-3.736, -6.704, 2.672], [-2.193, -8.093, 0.729], [-1.401, -7.508, 3.526], [-0.690, -6.836, 2.059], [-0.793, -9.814, 2.543], [0.530, -8.663, 2.846], [1.809, -9.372, -0.182], [0.907, -10.789, 0.466], [1.953, -9.839, 1.481], [5.454, 4.654, 1.292], [4.746, 5.079, 2.537], [3.215, 4.822, 2.505], [5.141, 4.401, 3.705], [5.214, 5.230, 0.398], [5.146, 3.655, 0.983], [6.542, 4.606, 1.331], [4.888, 6.146, 2.709], [2.701, 5.220, 1.630], [2.627, 5.180, 3.349], [2.988, 3.761, 2.398], [6.095, 4.311, 3.643], [5.470, -4.977, -2.345], [5.376, -3.506, -2.673], [4.038, -2.939, -2.291], [6.449, -2.872, -1.970], [6.356, -5.362, -2.850], [4.623, -5.516, -2.769], [5.402, -5.197, -1.279], [5.568, -3.408, -3.741], [3.890, -1.884, -2.521], [3.897, -2.943, -1.210], [3.173, -3.459, -2.701], [6.227, -2.936, -1.038]],
  "atomic_forces_ev_per_a": [[0.06, -0.51, -0.38], [0.64, 2.06, -0.19], [1.05, 0.08, -0.64], [0.45, -3.12, 2.05], [-0.26, -1.23, -0.91], [-1.29, 3.36, -0.72], [-0.20, 0.01, -0.05], [0.13, 0.13, 0.75], [-0.54, 0.00, -0.14], [0.00, -0.19, -0.61], [0.47, -0.28, 0.61], [-0.35, -0.18, -0.17], [0.07, 0.01, 0.19], [-0.23, 0.45, -0.25], [-0.11, -0.33, 0.25], [0.12, 0.38, -0.59], [-0.02, -0.56, 0.61], [0.97, 0.59, 0.66], [0.20, -0.97, -1.35], [-1.26, 0.92, 2.06], [-0.71, 1.41, 0.06], [-0.74, -0.81, 0.61], [0.03, 0.44, -0.67], [1.46, -0.88, -0.59], [-1.12, -0.63, 1.06], [-0.29, 0.37, 0.08], [-0.04, -0.24, 0.13], [-0.52, 0.29, -0.03], [-0.39, 0.12, 0.22], [-0.06, -0.39, -0.41], [0.25, 0.04, -0.27], [0.73, 0.07, -0.26], [-0.08, -0.42, -0.10], [0.52, 0.03, -0.16], [0.47, 0.17, -0.09], [-0.06, -0.53, -0.13], [0.05, 0.61, -0.24], [-0.14, 0.13, 0.15], [0.93, 0.56, 0.35], [0.14, -0.70, -0.75], [-0.51, -0.29, -0.23], [2.22, -0.50, 0.76], [0.31, 2.37, -0.10], [-2.14, -0.66, -0.19], [-0.37, 0.73, -0.26], [0.08, -0.34, 0.83], [1.32, -0.12, 0.63], [-0.82, -0.52, -1.43], [-0.20, -0.05, 0.85], [-0.22, -0.23, -0.22], [-0.48, -0.81, -0.08], [-0.54, -0.74, -0.44], [0.10, 0.07, 0.20], [0.07, 0.11, -0.45], [-0.39, 0.10, 0.22], [-0.25, 0.10, 0.12], [0.18, -0.22, 0.22], [0.58, 0.68, -0.64], [0.28, -0.26, 0.17], [-0.10, 0.03, 0.21], [0.23, -0.08, 0.25], [0.19, 0.18, 0.48], [-0.21, 0.13, -0.14], [0.04, 0.07, -0.65], [0.08, -0.29, -0.18], [-1.15, -0.53, 1.61], [-0.09, -0.82, -1.95], [-1.01, 0.38, -0.80], [1.41, 1.90, -1.00], [-0.57, -0.66, 0.48], [1.16, 1.48, 0.84], [-1.51, 0.68, 0.14], [1.77, -0.60, 0.20], [-0.07, -0.07, -0.09], [0.01, 0.25, 0.20], [0.67, 0.74, 0.06], [0.45, -0.72, 0.17], [-0.19, 0.35, 0.72], [0.89, -0.36, 0.52], [-0.39, -0.31, -0.01], [0.16, -0.33, 0.09], [-0.06, -0.31, -0.58], [-0.44, -0.32, -0.20], [-0.38, -0.45, 0.05], [0.11, -0.57, 0.67], [0.31, 0.11, -0.78], [-0.53, 0.31, 0.23], [-0.12, 0.23, -0.01], [-0.40, -0.39, -0.57], [-0.13, 0.23, -0.41], [0.34, -0.70, 0.29], [0.37, 0.81, 0.57], [0.04, 0.16, 1.60], [-0.28, -0.13, -1.63], [-0.61, 1.63, -0.20], [0.32, -1.32, -0.03], [-0.29, 0.18, 0.20], [0.68, 0.38, -0.30], [0.00, -0.46, -0.02], [-0.57, -0.27, 0.20], [0.16, -0.04, -0.28], [0.46, 0.25, -0.03], [0.10, -0.37, -0.33], [0.94, 0.03, 0.53], [-0.07, 0.05, -0.57], [-0.40, 0.23, 0.22], [-0.41, -0.23, 0.27], [0.26, 0.24, 0.04], [-0.82, 0.24, 0.19], [-0.03, 0.25, -0.24], [-0.27, -0.32, -0.06], [0.41, 0.04, 0.06], [0.16, -0.62, -0.11], [0.49, 1.17, -0.52], [0.28, -0.54, 1.34], [0.71, -0.99, 0.23], [-0.60, 0.01, 0.37], [0.05, 0.37, -0.19], [1.22, -1.26, -0.54], [-1.61, -0.41, 0.16], [1.44, 0.78, 0.54], [-0.94, 0.61, -0.02], [-0.24, -0.01, 0.04], [-0.35, 0.34, -0.66], [-0.25, -0.23, 0.03], [0.02, 0.29, -0.26], [0.08, -0.39, -0.31], [0.06, 0.26, -0.49], [-0.20, -0.02, 0.49], [-0.02, 0.17, -0.11], [-0.30, -0.45, 0.17], [-0.01, 0.49, -0.27], [-0.07, -0.71, 0.39], [-0.10, 0.51, -0.46], [0.06, 0.04, 0.19], [0.07, 0.08, -0.10], [0.22, -0.22, -0.04], [1.41, -0.85, -0.39], [-0.08, 1.38, 0.53], [-0.93, -0.68, 0.50], [0.33, 0.18, -0.32], [0.50, 0.14, -0.36], [-0.56, 1.35, -1.04], [-0.04, -0.68, 1.34], [-1.28, -0.52, 0.35], [0.96, 0.87, -0.33], [-0.27, 0.09, 0.03], [0.22, -0.10, -0.19], [-0.10, -0.45, -0.25], [0.00, 0.41, -0.21], [-0.25, -0.64, -0.21], [-0.44, -0.07, 0.27], [-0.39, -0.02, 0.59], [0.56, 0.15, -0.15], [0.13, -0.14, -0.07], [0.46, 0.12, 0.07], [-0.28, 0.13, 0.00], [0.18, -0.32, -0.06], [0.30, -0.18, -0.02], [0.13, -0.10, 0.08], [-0.54, -0.07, -0.14], [-0.52, -0.56, 0.38], [0.24, 1.30, -0.14], [-0.82, -0.32, 0.52], [0.19, 0.11, 0.54], [-0.50, 0.39, 0.68], [-0.16, -1.48, -0.56], [-0.44, 1.40, 0.35], [1.63, -0.04, 0.35], [-0.08, -0.16, 0.27], [0.35, 0.10, 0.29], [-0.01, -0.10, -0.31], [-0.11, 0.46, -0.26], [0.04, -0.47, 0.00], [0.28, -0.34, -0.41], [-0.53, -0.30, -0.93], [0.94, -0.08, 0.27], [0.21, 0.16, -0.61], [0.19, 0.28, -0.13], [0.37, -0.13, 0.20], [-0.36, 0.28, -0.40], [-0.31, -0.68, -0.17], [0.00, 0.06, 0.05], [-0.22, 0.10, 0.02], [-0.45, -0.03, 0.04], [-1.05, -0.32, -0.75], [-0.24, 0.49, 1.12], [1.72, -0.08, -0.29], [-0.84, 0.94, -0.53], [-1.21, -1.34, 0.50], [1.72, 0.91, -0.38], [-1.10, -0.53, 0.31], [-0.29, -1.07, 0.12], [0.71, 0.43, -0.39], [0.61, 0.42, 0.35], [0.26, -0.37, -0.14], [-0.21, -0.03, -0.28], [-0.68, 0.05, -0.18], [-0.48, -0.39, 0.13], [0.24, -0.33, 0.27], [0.03, 0.27, 0.15], [0.54, -0.13, -0.14], [0.08, -0.19, -0.22], [-0.09, 0.31, 0.28], [0.21, 0.44, 0.38], [0.06, 0.13, -0.07], [0.06, 0.06, -0.06], [-0.95, 0.00, 0.04], [0.62, -0.10, 0.03], [0.01, -0.53, -0.60], [0.35, -0.46, 0.97], [-0.55, 1.19, -0.06], [-0.88, -0.05, -1.30], [1.28, 0.26, 0.98], [-0.40, -1.03, -2.46], [0.40, 1.23, 2.30], [-1.06, 1.09, -0.37], [0.83, -0.76, -0.30], [0.00, 0.50, 0.46], [-0.06, -0.59, -0.20], [-0.52, 0.05, 0.72], [-0.57, -0.08, 0.05], [0.84, -0.18, -0.09], [-0.60, 0.61, -0.08], [0.04, 0.51, 0.02], [0.47, -0.44, -0.12], [-0.11, -0.43, 0.00], [0.17, 0.36, 0.10], [-0.01, -0.31, -0.31], [0.62, -0.64, 0.24], [-0.18, -0.18, -0.24], [0.05, -0.20, -0.26], [-0.07, 0.27, 0.46], [0.06, -1.01, -1.22], [-2.23, 0.75, 0.54], [-0.28, -0.18, -0.99], [0.85, -0.57, 0.10], [-0.14, 0.55, 0.27], [-0.11, -0.22, 0.27], [0.11, 0.28, 0.43], [0.14, 0.29, -0.13], [0.33, 0.45, -0.26], [0.59, 0.14, 0.31], [0.36, -0.31, 0.24], [0.24, -0.11, 0.36], [-0.66, -0.63, -0.82], [0.62, -0.25, 0.73], [-0.93, 0.67, 0.54], [-0.30, 0.29, -1.48], [0.18, -0.22, 0.57], [-0.17, -0.12, -0.25], [0.54, 0.23, 0.00], [0.01, 0.32, -0.05], [0.34, 0.14, -0.44], [0.21, -0.35, 0.38], [0.21, -0.17, -0.25], [0.10, 0.37, 0.92]],
  "mulliken_charge": [-0.228, 0.447, -1.327, 0.691, 0.462, 0.536, -0.536, -0.051, 0.550, 0.862, -0.021, -0.398, -0.688, 0.191, -0.152, -0.095, -0.577, -0.086, -0.554, 1.232, -0.570, 1.172, 0.914, 0.546, -0.482, -0.895, 0.353, -0.174, 0.047, -0.556, -0.238, -0.246, 0.442, -0.837, -1.593, 0.587, -0.518, 0.272, 0.339, 0.331, 0.279, -0.632, -0.498, 0.473, -0.540, 0.175, -0.270, -0.821, -0.367, -0.701, -0.023, 0.504, 0.318, 0.036, -0.062, -0.198, 0.349, 0.318, 0.466, -0.248, 0.491, 0.457, 0.242, 0.259, 0.342, -0.755, -0.342, -0.470, -0.523, -0.313, -0.676, -0.764, -0.368, -0.496, 0.285, 0.311, 0.280, 0.281, 0.347, 0.320, 0.290, 0.272, 0.294, 0.373, 0.471, 0.431, 0.067, 0.465, 0.204, -0.776, -0.431, -0.521, 0.565, -0.237, -0.458, -0.805, -0.325, -0.734, 0.262, 0.297, 0.299, 0.177, 0.424, 0.179, -0.783, 0.373, 0.024, 0.443, 0.328, 0.566, 0.313, 0.274, 0.202, -0.979, -0.027, -0.942, -0.052, -0.538, -0.371, -0.620, -0.165, -1.051, 0.346, 0.351, 0.287, 0.393, 0.467, 0.385, -0.066, 0.376, -0.129, 0.608, 0.135, 0.544, 0.371, 0.455, 0.201, -0.696, -0.369, -0.354, -0.830, 0.179, -1.368, 0.728, -0.514, -0.177, 0.271, 0.250, 0.291, 0.065, 0.549, 0.313, 0.420, 0.218, 0.358, 0.627, -0.496, 0.243, 0.305, 0.318, -0.220, -0.815, -0.265, -0.683, 0.879, -0.278, 0.091, -0.353, -0.449, -0.756, 0.357, 0.159, 0.331, 0.237, 0.602, 0.249, -0.867, 0.482, -0.424, 0.073, 0.146, 0.464, 0.278, 0.282, 0.298, -0.763, -0.391, 0.150, -0.873, 0.431, -0.280, -0.288, 0.010, -0.333, 0.283, 0.274, 0.328, 0.331, -0.112, 0.299, 0.375, 0.226, 0.021, -0.070, 0.474, 0.011, -0.255, 0.414, 0.169, 0.080, -0.070, -0.138, -1.466, -0.429, 0.720, -1.017, -0.046, -0.877, 0.509, 0.074, -0.469, 0.606, 0.120, 0.438, 0.352, 0.378, 0.475, -0.696, 0.281, 0.486, 0.194, 0.270, 0.415, -0.940, 0.478, -0.432, -0.509, 0.346, -0.120, 0.439, 0.300, -0.219, 0.535, -0.178, 0.326, -0.800, 0.250, 0.429, -0.659, 0.316, 0.325, -0.192, 0.374, 0.104, -0.339, -0.156, 0.428],
  "gap_ev": 8.64,
  "multiplicity": 1,
  "total_energy_ev": -126877.779,
  "total_charge": 0,
  "smiles": "COC[C@H](C)N.COCCNCCOC.COCCNCCOC.COCCNCCOC.COCCNCCOC.COCCNCCOC.COCCNCCOC.COCCNCCOC.COCCNCCOC.COCCNCCOC.CC(C)O.CC(C)O"
}